(1)
Here is C27H39IrN5O2 as an isolated structure from OMol25. Energies are from the ωB97M-V functional and the def2-TZVPD basis.

```
74
Properties=species:S:1:pos:R:3:forces:R:3:mulliken_charge:R:1
Ir 0.50628 -0.04313 0.73893 -0.191 -0.401 -0.411 2.56
C 2.82602 -0.65652 2.54800 0.016 0.041 -0.002 -1.54
N 2.62539 -0.09067 1.18732 0.073 0.070 -0.052 -0.23
C 3.23768 1.26825 1.13904 0.013 -0.040 -0.095 -0.85
C 2.45821 2.35953 1.84470 0.013 0.069 -0.004 -1.13
C 1.32383 2.90638 0.98937 -0.041 -0.003 0.038 -0.71
N 0.19945 1.97393 0.94128 -0.052 0.253 0.233 -0.11
C -0.95082 2.42633 1.31146 -0.068 -0.164 -0.048 -0.05
C -2.18410 1.69371 1.43575 0.180 -0.064 -0.046 0.79
C -3.24999 2.30471 2.11736 -0.021 0.005 -0.007 -0.83
C -4.44793 1.65419 2.28672 -0.007 -0.021 -0.017 -0.88
C -4.60621 0.37361 1.74124 0.021 0.032 0.016 -0.55
C -3.58544 -0.24139 1.05216 -0.047 0.023 -0.032 -0.83
C -2.34739 0.39786 0.89173 0.044 0.263 -0.192 0.21
O -1.40118 -0.20100 0.19823 -0.289 -0.085 0.419 -0.36
C 3.40078 -0.95092 0.21274 -0.017 -0.039 -0.003 -0.84
C 2.57071 -1.78231 -0.75250 0.042 0.039 0.008 -0.07
C 1.60120 -2.76692 -0.13137 0.023 0.052 -0.023 -1.30
N 0.59605 -2.06805 0.68609 0.166 -0.187 0.113 0.53
C -0.19521 -2.77413 1.40450 0.034 0.020 0.018 -0.58
C -1.07547 -2.27221 2.43131 0.000 -0.068 0.030 0.72
C -2.06836 -3.12762 2.93339 0.002 0.000 -0.014 -0.84
C -2.88688 -2.74220 3.96860 -0.002 0.008 0.014 -0.81
C -2.69470 -1.48697 4.54998 -0.006 -0.015 -0.003 -0.56
C -1.71534 -0.63433 4.08867 0.002 0.003 -0.021 -0.53
C -0.89633 -1.00653 3.01802 -0.034 0.078 0.006 0.22
O 0.04598 -0.13416 2.64614 0.092 0.030 -0.027 -0.63
H 3.87719 -0.56191 2.83066 0.010 -0.041 -0.024 0.45
H 2.54998 -1.70849 2.53889 -0.051 0.009 0.026 0.40
H 2.19411 -0.14760 3.26666 0.035 0.032 0.009 0.42
H 3.31299 1.54212 0.08441 0.030 -0.010 -0.002 0.38
H 4.25852 1.19554 1.52756 -0.019 -0.021 0.033 0.56
H 3.15472 3.17741 2.03960 -0.017 0.007 0.013 0.53
H 2.07387 2.03308 2.81338 0.005 -0.012 -0.006 0.22
H 1.68658 3.08576 -0.02770 0.005 -0.017 -0.006 0.21
H 0.98253 3.86339 1.38836 -0.002 0.009 -0.022 0.61
H -1.00200 3.48167 1.57905 -0.020 0.004 0.016 0.26
H -3.11079 3.30392 2.51490 -0.004 -0.002 0.007 0.45
H -5.26049 2.12619 2.82040 0.002 0.001 0.003 0.43
H -5.54900 -0.14454 1.86445 -0.001 -0.001 -0.002 0.45
H -3.70439 -1.22961 0.62816 -0.001 -0.002 -0.001 0.50
H 4.07990 -1.58432 0.78716 -0.035 -0.018 0.017 0.30
H 4.02512 -0.29211 -0.38894 0.037 -0.001 0.026 0.55
H 3.27478 -2.34175 -1.37353 0.015 -0.009 0.014 0.52
H 2.01652 -1.13719 -1.43539 0.020 -0.008 0.030 -0.35
H 2.13526 -3.48188 0.50056 -0.012 -0.022 -0.019 0.66
H 1.09671 -3.31820 -0.92594 -0.002 -0.018 0.013 0.51
H -0.16773 -3.85718 1.27639 -0.007 -0.003 -0.003 0.54
H -2.18280 -4.10858 2.48641 0.001 -0.001 -0.001 0.45
H -3.65680 -3.40560 4.33590 -0.001 0.001 0.001 0.44
H -3.32582 -1.17274 5.37129 0.000 0.000 0.001 0.44
H -1.56716 0.34464 4.52457 -0.005 -0.002 0.004 0.44
C -0.28422 2.29420 -2.40417 -0.020 0.022 0.030 -1.19
C 0.81645 1.25962 -2.59300 -0.085 0.022 -0.114 0.59
N 0.58802 0.32147 -3.68447 0.104 -0.042 0.077 0.33
C 0.85201 0.79239 -5.04033 0.023 0.017 -0.039 -0.88
C -0.35080 1.37553 -5.77779 0.000 0.005 0.011 -0.91
C 0.05544 -0.91426 -3.41800 -0.129 0.220 -0.004 0.71
C -0.21409 -1.81681 -4.59476 -0.003 -0.010 0.004 -1.66
N -0.18612 -1.24234 -2.20069 0.030 0.091 0.124 -0.19
H -0.05349 2.92986 -1.54582 -0.038 -0.029 -0.080 0.29
H -1.23589 1.79691 -2.21280 -0.004 -0.009 0.001 0.20
H -0.39029 2.94052 -3.27372 0.015 -0.009 -0.010 0.41
H 0.88019 0.67102 -1.67536 0.131 -0.010 0.041 -1.20
H 1.78465 1.74329 -2.75400 -0.012 0.007 -0.018 0.43
H 1.28438 -0.01811 -5.62692 -0.011 -0.005 0.012 0.47
H 1.63083 1.55380 -4.96352 0.009 -0.014 -0.008 0.36
H -1.18354 0.67383 -5.80835 0.006 0.004 -0.007 0.23
H -0.07261 1.61014 -6.80596 0.000 0.007 0.003 0.39
H -0.70696 2.29115 -5.30984 -0.004 -0.002 0.003 0.25
H 0.69982 -2.01942 -5.15371 0.005 -0.009 0.013 0.36
H -0.93294 -1.37805 -5.28511 0.017 -0.003 0.003 0.29
H -0.61212 -2.76354 -4.23881 -0.012 0.002 0.000 0.42
H -0.64670 -2.14265 -2.13907 0.046 -0.028 -0.068 0.13
```
Positions in Å, forces in eV/Å.

Net charge ... +1
Relative energy (zero: lowest compared OMol25 entry of this formula, charge and spin) ... 0.877 eV
E_LUMO ... -2.9 eV
Kohn-Sham gap ... 7.4 eV
Electronic energy ... -1580.65548 Eh
HOMO ... -10.257 eV



(2)
Here is a 2-piece molecular cluster, H3N2O2P overall from OMol25. Energies are from the ωB97M-V functional and the def2-TZVPD basis.

```
8
Properties=species:S:1:pos:R:3:forces:R:3:nbo_charge:R:1
N -1.66226 -0.24990 -0.32630 -0.153 -0.460 -0.195 -1.12
N 2.04858 0.00928 -0.02402 -0.217 -0.159 0.274 0.46
O 2.88481 0.51217 0.68081 -0.542 -0.376 -0.588 -0.32
O 1.99718 -1.09174 -0.51179 0.145 0.720 0.305 -0.33
P -0.82303 1.17502 -0.21452 0.679 0.144 -0.024 0.57
H -1.79754 -0.67338 -1.23121 0.010 0.062 0.019 0.40
H -1.78405 -0.89807 0.43304 0.006 0.030 0.070 0.40
H -0.86370 1.21662 1.19398 0.072 0.039 0.138 -0.08
```
Positions in Å, forces in eV/Å.

Net charge ... 0
Relative energy (zero: lowest compared OMol25 entry of this formula, charge and spin) ... 4.735 eV
E_LUMO (alpha / beta) ... -0.5 / -1.5 eV
Kohn-Sham gap (alpha / beta) ... 9.3 / 5.9 eV
Electronic energy ... -602.98801 Eh
HOMO (alpha / beta) ... -9.739 / -7.443 eV



(3)
Here is a 3-piece molecular cluster, C4H10N2O2 overall at a distorted geometry from OMol25. Energies are from the ωB97M-V functional and the def2-TZVPD basis.

```
18
Properties=species:S:1:pos:R:3:forces:R:3:nbo_charge:R:1
C -0.31123 -0.44480 1.49361 0.104 -0.544 -0.268 -0.95
C 0.08615 0.33920 0.28977 0.377 -0.087 0.289 -0.02
C 0.86828 1.45154 0.24225 -0.246 -0.238 0.054 -0.16
N 1.07160 1.84328 -1.05819 0.515 0.490 0.305 -0.47
C 0.43680 0.97796 -1.77700 -0.465 -0.804 -0.851 0.14
N -0.18649 0.02355 -1.02686 0.092 -0.177 1.333 -0.56
H 0.32289 -0.11505 2.31485 -0.116 0.013 0.201 0.22
H -0.17542 -1.53161 1.38705 0.150 0.234 -0.157 0.21
H -1.35637 -0.33306 1.74613 -0.347 0.228 0.227 0.20
H 1.27276 1.92303 1.12057 0.140 0.331 -0.153 0.20
H 0.45309 0.91014 -2.84917 -0.146 0.179 -0.135 0.18
H -0.79912 -0.76397 -1.20598 0.160 0.270 -0.831 0.43
H -2.35546 0.13428 -0.16734 -0.255 0.254 0.148 0.44
H -3.85861 0.34732 -0.00618 0.017 -0.021 0.057 0.36
O -3.20815 -0.16799 -0.51294 0.011 -0.136 -0.210 -1.16
H 3.26863 -1.27350 0.26605 0.003 0.013 0.015 0.46
H 1.82650 -1.40410 -0.16914 0.025 -0.055 0.002 0.47
O 2.64415 -1.91621 -0.08748 -0.019 0.051 -0.027 -0.97
```
Positions in Å, forces in eV/Å.

Net charge ... -1
Relative energy (zero: lowest compared OMol25 entry of this formula, charge and spin) ... 1.342 eV
E_LUMO (alpha / beta) ... 3.8 / 3.6 eV
Spin multiplicity ... 2
<S²> ... 0.750
Kohn-Sham gap (alpha / beta) ... 2.9 / 9.3 eV
Electronic energy ... -418.37093 Eh
HOMO (alpha / beta) ... 0.874 / -5.633 eV



(4)
Here is C16H19ClMnO10P2S as an isolated structure at a distorted geometry from OMol25. Energies are from the ωB97M-V functional and the def2-TZVPD basis.

```
50
Properties=species:S:1:pos:R:3:forces:R:3:nbo_charge:R:1
Mn -1.97764 0.23091 0.20179 0.202 0.517 0.551 1.87
C -2.25114 3.54596 2.47431 -0.949 0.946 -0.335 -0.65
C -0.82427 3.10829 2.34334 0.881 -0.367 -0.029 -0.45
O -0.08098 4.07091 3.13379 0.667 -0.967 -0.779 -0.70
P -0.52985 1.36230 2.94072 0.422 1.817 0.596 2.36
O -0.58700 1.33796 4.53089 -0.702 -0.657 -0.645 -0.95
O 0.97564 1.10555 2.65286 0.058 -0.137 -0.827 -1.02
O -1.56538 0.46332 2.30873 -0.295 -0.790 -1.425 -1.16
P -0.28408 3.00567 0.53711 -0.234 1.041 1.397 2.37
O -0.43908 4.48554 -0.02109 1.272 0.061 -0.253 -0.97
O 1.14188 2.53972 0.56263 -0.097 -0.228 -0.453 -1.13
O -1.37279 2.20595 -0.14587 -0.514 -1.858 -0.299 -1.20
H -2.44916 3.71936 3.53209 -0.102 0.076 -0.016 0.24
H -3.01345 2.86566 2.08422 0.366 -0.126 0.001 0.23
H -2.38192 4.51376 1.92741 0.132 -0.691 0.546 0.25
H 0.88736 3.90314 3.07653 -0.866 0.051 -0.046 0.49
H -1.33840 0.80490 4.85415 0.333 0.320 0.024 0.53
H 1.24535 1.54117 1.72856 -0.272 -0.120 0.795 0.55
H 0.46135 4.85643 -0.17878 -0.906 -0.082 0.147 0.52
O -0.11835 -0.71172 -0.05083 -2.012 0.821 1.239 -0.98
S 0.65985 -0.85323 -1.35322 0.659 -0.440 -1.085 1.28
C 2.35930 -0.49709 -0.92207 -0.744 -0.020 0.846 -0.26
C 3.11096 0.16118 -1.85598 0.237 -0.224 -0.640 -0.18
C 4.42449 0.49747 -1.55516 0.026 0.094 0.360 -0.20
C 4.93051 0.24320 -0.28450 -0.697 -0.645 0.116 -0.16
C 4.11164 -0.37019 0.68758 -0.031 0.251 -0.405 -0.18
C 2.81771 -0.73861 0.36991 -0.280 -0.035 -0.174 -0.20
C 0.64316 -2.62532 -1.65422 0.386 1.071 -1.119 -0.25
C 0.84478 -3.01407 -2.97736 0.207 -0.242 0.267 -0.21
C 0.85558 -4.37440 -3.25484 0.055 0.417 -0.133 -0.18
C 0.64507 -5.32596 -2.25608 -0.208 0.426 -0.818 -0.16
C 0.43349 -4.88815 -0.97733 0.013 0.644 0.724 -0.19
C 0.44784 -3.52411 -0.65921 -0.459 -0.618 1.001 -0.21
H 2.68767 0.31732 -2.83718 0.098 0.300 -0.146 0.23
H 5.02674 0.98983 -2.30219 0.122 -0.013 -0.042 0.23
H 5.96183 0.45208 -0.06081 0.131 0.235 0.108 0.23
H 4.43814 -0.54689 1.69993 0.332 0.030 0.018 0.23
H 2.13011 -1.16832 1.09289 0.284 -0.002 0.063 0.24
H 1.02419 -2.26809 -3.74704 -0.116 -0.193 -0.008 0.23
H 1.01873 -4.66233 -4.27310 0.022 -0.297 -0.355 0.23
H 0.55721 -6.37369 -2.51656 0.221 0.050 0.102 0.24
H 0.25506 -5.59157 -0.19856 -0.140 -0.419 0.493 0.23
H 0.23092 -3.14616 0.34225 0.165 -0.397 -0.164 0.24
Cl -6.08159 -1.77034 -2.25616 0.713 0.577 0.292 -0.01
C -5.56360 -0.17726 -1.56793 -0.136 -0.670 0.346 -0.49
C -4.17827 -0.13612 -0.85832 -3.262 -0.006 -0.145 0.76
O -3.11783 -0.59488 -1.37323 1.099 0.808 1.467 -0.63
O -4.22667 0.42017 0.28967 2.962 -0.527 -0.801 -0.59
H -6.36836 0.07544 -0.85119 0.819 0.057 -0.223 0.26
H -5.57679 0.53533 -2.38258 0.135 0.164 -0.136 0.26
```
Positions in Å, forces in eV/Å.

Net charge ... +1
Relative energy (zero: lowest compared OMol25 entry of this formula, charge and spin) ... 0.000 eV
E_LUMO (alpha / beta) ... -7.8 / -4.2 eV
Spin multiplicity ... 5
<S²> ... 6.253
Kohn-Sham gap (alpha / beta) ... 4.8 / 8.3 eV
Electronic energy ... -4065.61083 Eh
HOMO (alpha / beta) ... -12.552 / -12.544 eV



Which of these has the lowest net charge?
C4H10N2O2



Which of these has the lowest relative energy (zero: lowest compared OMol25 entry of this formula, charge and spin)?
C16H19ClMnO10P2S



Please write out number 3 again, unchanged.
Here is a 3-piece molecular cluster, C4H10N2O2 overall at a distorted geometry from OMol25. Energies are from the ωB97M-V functional and the def2-TZVPD basis.

```
18
Properties=species:S:1:pos:R:3:forces:R:3:nbo_charge:R:1
C -0.31123 -0.44480 1.49361 0.104 -0.544 -0.268 -0.95
C 0.08615 0.33920 0.28977 0.377 -0.087 0.289 -0.02
C 0.86828 1.45154 0.24225 -0.246 -0.238 0.054 -0.16
N 1.07160 1.84328 -1.05819 0.515 0.490 0.305 -0.47
C 0.43680 0.97796 -1.77700 -0.465 -0.804 -0.851 0.14
N -0.18649 0.02355 -1.02686 0.092 -0.177 1.333 -0.56
H 0.32289 -0.11505 2.31485 -0.116 0.013 0.201 0.22
H -0.17542 -1.53161 1.38705 0.150 0.234 -0.157 0.21
H -1.35637 -0.33306 1.74613 -0.347 0.228 0.227 0.20
H 1.27276 1.92303 1.12057 0.140 0.331 -0.153 0.20
H 0.45309 0.91014 -2.84917 -0.146 0.179 -0.135 0.18
H -0.79912 -0.76397 -1.20598 0.160 0.270 -0.831 0.43
H -2.35546 0.13428 -0.16734 -0.255 0.254 0.148 0.44
H -3.85861 0.34732 -0.00618 0.017 -0.021 0.057 0.36
O -3.20815 -0.16799 -0.51294 0.011 -0.136 -0.210 -1.16
H 3.26863 -1.27350 0.26605 0.003 0.013 0.015 0.46
H 1.82650 -1.40410 -0.16914 0.025 -0.055 0.002 0.47
O 2.64415 -1.91621 -0.08748 -0.019 0.051 -0.027 -0.97
```
Positions in Å, forces in eV/Å.

Net charge ... -1
Relative energy (zero: lowest compared OMol25 entry of this formula, charge and spin) ... 1.342 eV
E_LUMO (alpha / beta) ... 3.8 / 3.6 eV
Spin multiplicity ... 2
<S²> ... 0.750
Kohn-Sham gap (alpha / beta) ... 2.9 / 9.3 eV
Electronic energy ... -418.37093 Eh
HOMO (alpha / beta) ... 0.874 / -5.633 eV